{
  "formula": "C30H56ClF4NO8PS6",
  "method": "wB97M-V/def2-TZVPD",
  "total_energy_ha": -5422.97560,
  "total_charge": 1,
  "homo_energy_ev": -9.979,
  "fmax_ev_per_a": 3.71,
  "lumo_energy_ev": -3.002,
  "homo_lumo_gap_ev": 6.976,
  "symbols": ["C", "C", "C", "C", "C", "F", "F", "C", "F", "F", "N", "P", "O", "Cl", "C", "C", "O", "C", "C", "C", "C", "C", "C", "C", "S", "C", "C", "C", "C", "O", "C", "H", "H", "H", "H", "H", "H", "H", "H", "H", "H", "H", "H", "H", "H", "H", "H", "H", "H", "H", "H", "H", "H", "H", "H", "H", "H", "C", "S", "O", "C", "H", "H", "H", "H", "H", "H", "C", "S", "O", "C", "H", "H", "H", "H", "H", "H", "C", "S", "O", "C", "H", "H", "H", "H", "H", "H", "C", "S", "O", "C", "H", "H", "H", "H", "H", "H", "C", "S", "O", "C", "H", "H", "H", "H", "H", "H"],
  "positions_angstrom": [[0.467240, -2.696891, 1.354234], [-0.726780, -2.614252, 1.507897], [-2.218651, -2.474571, 1.613871], [-2.912828, -1.758796, 0.382618], [-2.919706, -2.694528, -0.847109], [-3.663150, -2.203669, -1.885207], [-3.332254, -3.961255, -0.504037], [-1.473187, -2.956835, -1.487923], [-1.513474, -2.708903, -2.840845], [-1.101962, -4.260960, -1.369065], [-4.297958, -1.532712, 1.000099], [-5.796655, -2.382207, 0.321930], [-6.888600, -2.201392, 1.579490], [-6.635897, -1.343260, -1.234448], [-4.728474, -0.065141, 1.059945], [-3.774282, 0.754085, 0.097617], [-4.387845, 0.931267, -1.159566], [-3.683702, 2.200989, 0.664907], [-4.546315, 2.682081, 1.699888], [-4.504830, 4.006791, 2.188481], [-3.581073, 4.955784, 1.685282], [-2.717624, 4.507057, 0.658529], [-2.776492, 3.188216, 0.155196], [-2.493125, -0.227836, 0.179289], [-1.620046, 0.549284, 1.636346], [-1.688189, 0.145053, -1.124852], [-0.113458, 0.146828, -0.940865], [0.484611, 1.573416, -0.792211], [1.886162, 1.468525, -0.095892], [1.838694, 0.710806, 1.118119], [2.043549, 1.507263, 2.286209], [1.504415, -2.675675, 1.024275], [-2.657829, -3.481849, 1.767934], [-2.386127, -1.908360, 2.559198], [-0.673356, -2.323353, -1.071271], [-4.394529, -1.789361, 1.988387], [-6.439591, -2.364899, 2.428982], [-4.450287, 0.187171, 2.110518], [-5.812094, 0.149824, 1.033735], [-4.380911, 1.868450, -1.403052], [-5.322813, 2.049550, 2.167920], [-5.216548, 4.333338, 2.965985], [-3.582412, 5.978494, 2.092065], [-2.004943, 5.235518, 0.233731], [-2.076463, 2.973915, -0.664894], [-0.402516, -0.053766, 1.754323], [-1.909653, 1.170675, -1.487809], [-1.962581, -0.491050, -1.996950], [0.272643, -0.252425, -1.913273], [0.227970, -0.577193, -0.175787], [-0.105690, 2.248922, -0.144170], [0.675381, 1.977229, -1.797063], [2.242195, 2.507079, 0.104834], [2.655622, 1.006206, -0.752682], [1.738497, 2.566120, 2.186728], [3.086843, 1.393185, 2.662766], [1.403768, 1.075972, 3.096344], [1.367879, 6.484941, -1.521127], [0.747645, 5.256801, -2.680274], [0.255172, 4.094966, -1.876925], [2.351322, 4.798798, -3.353740], [0.524393, 6.879336, -0.956530], [2.080168, 6.023255, -0.836315], [1.845160, 7.295681, -2.071916], [3.002119, 4.442620, -2.553930], [2.798015, 5.662435, -3.846672], [2.202853, 4.003541, -4.083130], [-0.814056, -6.354837, -6.525391], [-1.367923, -4.777185, -7.184737], [-0.329059, -4.306266, -8.142092], [-1.150589, -3.850459, -5.656866], [-0.829976, -7.088318, -7.329755], [0.201665, -6.259399, -6.141229], [-1.488476, -6.676474, -5.730588], [-0.112797, -3.916434, -5.326938], [-1.814574, -4.250340, -4.890629], [-1.405494, -2.808512, -5.847049], [1.462280, 1.694084, 6.500718], [0.966059, 3.291356, 5.840632], [2.016453, 3.721973, 4.872170], [1.227812, 4.209833, 7.364581], [1.412866, 0.959965, 5.696095], [2.485278, 1.754875, 6.881638], [0.778555, 1.401119, 7.299100], [2.264768, 4.102725, 7.685912], [0.553154, 3.835294, 8.135199], [1.011013, 5.260267, 7.173542], [6.373072, 1.124064, 6.516594], [5.691296, 2.132830, 7.841102], [4.220749, 2.232903, 7.610013], [6.423302, 3.683820, 7.299791], [6.005606, 0.106246, 6.638493], [6.051801, 1.514190, 5.550128], [7.461350, 1.126343, 6.581927], [6.098533, 3.912631, 6.284041], [7.510145, 3.605909, 7.340311], [6.092279, 4.472716, 7.973632], [3.480335, -5.945492, -7.748218], [2.343908, -7.246265, -7.247769], [2.380839, -7.323665, -5.759362], [3.325779, -8.613698, -7.884481], [3.076181, -4.991787, -7.412172], [4.456696, -6.110022, -7.290759], [3.568678, -5.938418, -8.834785], [4.312103, -8.611060, -7.419140], [3.419413, -8.520298, -8.966843], [2.813588, -9.544507, -7.644960]],
  "forces_ev_per_a": [[-0.3, 0.3, -0.5], [-0.3, -0.1, -0.3], [1.5, -0.4, 0.2], [-0.2, 1.2, 2.2], [1.3, -1.0, -1.4], [-0.4, -0.3, 1.4], [-0.6, 1.2, 0.0], [1.1, 0.2, -0.6], [-0.3, 0.0, 0.9], [-0.5, 0.8, 0.3], [-3.0, 1.5, -0.6], [-1.6, -3.2, -0.8], [1.6, 1.0, -0.8], [0.4, 0.3, 1.2], [1.5, 1.5, 1.5], [-2.0, -0.1, 1.7], [0.4, -1.1, -0.3], [0.6, 1.8, 1.2], [0.0, -0.1, -0.1], [0.4, 0.4, -0.4], [-0.4, -1.5, -0.2], [-0.5, 0.3, 0.3], [-0.3, -0.1, 0.0], [1.4, 2.1, -1.8], [-0.2, -0.3, 0.5], [1.4, -0.4, -0.3], [-0.5, -0.4, -1.3], [1.4, -1.3, 1.0], [0.1, 0.5, -0.6], [-0.1, 0.8, -0.1], [-0.2, -0.7, 1.2], [-0.7, -0.1, 0.6], [0.1, 0.5, -0.3], [-0.1, 0.0, -0.9], [-0.5, -0.3, 0.0], [0.9, -0.5, -0.4], [-0.5, -0.1, -0.1], [0.0, 0.3, -0.9], [0.5, -0.7, -0.7], [0.1, -0.2, 0.2], [0.6, 0.3, -0.4], [0.4, -0.4, -0.5], [0.2, -0.6, -0.4], [-0.3, -0.7, 0.1], [-0.4, 0.0, 0.5], [-0.6, -0.2, -0.5], [-0.3, -0.7, 0.6], [0.0, 0.3, 0.8], [-0.1, 0.2, 0.7], [-0.2, 0.6, -0.2], [0.1, -0.4, -0.7], [-0.5, 0.1, 0.6], [-0.2, -0.7, -0.1], [-0.6, 0.1, 0.2], [0.3, -0.5, -0.1], [-0.6, 0.4, -0.4], [0.4, 0.3, -0.5], [0.1, 0.0, 0.1], [0.0, 0.2, -0.1], [0.1, 0.5, -0.1], [0.1, -0.1, 0.0], [0.0, 0.0, -0.1], [0.0, -0.1, 0.0], [0.0, 0.0, 0.0], [-0.1, 0.0, 0.0], [-0.1, 0.0, 0.0], [-0.1, 0.0, 0.0], [0.0, 0.0, 0.1], [-0.1, 0.0, -0.1], [0.1, 0.0, 0.2], [0.1, 0.0, 0.1], [0.0, 0.1, 0.0], [-0.1, 0.0, 0.1], [0.0, 0.1, 0.0], [0.0, -0.1, -0.1], [0.0, 0.0, -0.1], [0.0, -0.1, -0.1], [0.1, -0.1, 0.1], [0.0, 0.0, 0.0], [0.0, -0.1, 0.0], [0.1, 0.1, 0.1], [-0.1, 0.1, 0.0], [-0.2, 0.1, -0.1], [-0.1, 0.1, 0.0], [0.0, -0.1, -0.1], [0.0, 0.0, -0.1], [0.0, -0.1, -0.1], [0.0, 0.0, -0.2], [0.2, 0.0, 0.1], [0.3, 0.1, 0.0], [0.0, 0.1, -0.1], [0.0, 0.1, 0.1], [0.0, 0.1, 0.1], [0.0, 0.0, 0.1], [-0.1, -0.1, 0.0], [0.0, 0.0, 0.0], [0.0, -0.1, 0.0], [0.1, 0.1, 0.0], [0.2, -0.1, -0.3], [0.0, 0.1, -0.1], [0.1, -0.1, 0.0], [-0.1, -0.1, 0.0], [0.0, -0.1, 0.0], [-0.1, 0.0, 0.0], [0.0, 0.0, 0.0], [-0.1, 0.0, 0.0], [-0.1, 0.1, 0.0]],
  "mulliken_charge": [0.192, -1.001, -1.176, -0.613, 0.691, -0.255, -0.322, 0.809, -0.220, -0.346, 0.188, 0.314, -0.502, -0.103, -2.429, 1.216, -0.528, 0.094, -0.543, -0.887, -0.578, -0.675, 0.131, 1.972, 0.084, -0.835, -1.019, 0.349, -1.276, -0.331, -0.540, 0.411, 0.601, 0.623, -0.372, 0.746, 0.333, 0.533, 0.690, 0.614, 0.294, 0.379, 0.416, 0.401, 0.236, 0.019, 0.499, 0.493, 0.372, 0.122, -0.290, 0.460, 0.531, 0.357, 0.453, 0.230, 0.003, -0.947, 0.330, -0.453, -0.970, 0.300, 0.291, 0.404, 0.280, 0.408, 0.323, -0.636, 0.441, -0.616, -0.949, 0.360, -0.005, 0.393, 0.338, 0.285, 0.387, -0.357, 0.538, -0.601, -0.876, 0.193, -0.009, 0.395, 0.184, 0.361, 0.332, -0.905, 0.404, -0.632, -0.952, 0.315, 0.265, 0.378, 0.307, 0.391, 0.311, -0.986, 0.623, -0.642, -1.044, 0.279, 0.369, 0.359, 0.322, 0.364, 0.331]
}